1.
Molecular formula: C10H12O2
Method: DFT, ωB97M-V/def2-TZVPD

## Properties
SMILES ... CC1=CC=CC(C)(C)[C@@]12OC2=O
LUMO level ... 0.610 eV
Gap between HOMO and LUMO ... 0.33142 Ha
Total charge ... 0

Cartesian coordinates (Å):
1 C -1.72624 0.86158 0.58712
2 C -0.74949 1.85113 0.10510
3 C -1.46286 -0.38624 0.48793
4 C 0.51665 1.53539 -0.31398
5 C 2.27773 -0.04962 0.57565
6 C -0.07052 -1.00270 -0.00178
7 C 1.02684 0.07881 -0.16175
8 C 1.52446 2.59913 -0.72533
9 C -0.30403 -1.41781 -1.49520
10 C 0.32485 -2.17820 0.91209
11 O 2.35107 -0.24238 -0.71147
12 O 2.79119 0.03796 1.62846
13 H -2.70712 1.21760 0.99944
14 H -1.16951 2.86629 -0.02636
15 H -2.21942 -1.15843 0.68010
16 H 2.06197 2.16201 -1.67919
17 H 2.23924 2.79096 0.08658
18 H 1.04073 3.53276 -0.92566
19 H -0.70514 -2.38659 -1.81896
20 H 0.69463 -1.23314 -1.99038
21 H -0.86214 -0.63349 -2.00204
22 H 1.44839 -2.26106 1.00005
23 H -0.00208 -3.19197 0.43594
24 H -0.02068 -2.00855 1.95345


2.
Molecular formula: C4H13O5Pd
Method: DFT, ωB97M-V/def2-TZVPD

## Properties
LUMO level (alpha / beta) ... -3.119 / -5.371 eV
2S+1 ... 3
Gap between HOMO and LUMO (alpha / beta) ... 0.35567 / 0.26838 Ha
Total charge ... +1

Cartesian coordinates (Å):
1 Pd -0.16239 -0.71680 -0.88315
2 O -0.37383 -2.81881 -0.84033
3 H -1.10819 -2.64504 -1.46087
4 C -2.36441 -0.76579 1.21949
5 C -1.13666 -0.19473 1.96412
6 O 0.04612 -0.77754 1.47376
7 O -2.27234 -0.35435 -0.14143
8 H -3.31769 -0.35049 1.54643
9 H -2.35006 -1.85284 1.29826
10 H -1.20646 -0.45008 3.02150
11 H -1.03570 0.88876 1.90128
12 H 0.73593 -0.59327 2.11548
13 H -3.14102 -0.38644 -0.54882
14 C 1.48600 1.79317 -1.45686
15 C 2.50311 0.76699 -1.02576
16 O 1.97601 -0.56063 -1.00359
17 O 0.19797 1.49095 -0.79148
18 H 1.20594 1.61913 -2.49578
19 H 1.86590 2.79342 -1.24881
20 H 2.55691 0.96409 0.04492
21 H 3.47071 0.96654 -1.48623
22 H 2.61255 -1.16280 -0.61141
23 H -0.18841 2.34654 -0.59073


3.
Molecular formula: C4H38N2O14
Method: DFT, ωB97M-V/def2-TZVPD

## Properties
LUMO level ... 0.057 eV
Gap between HOMO and LUMO ... 0.33296 Ha
Total charge ... 0

Cartesian coordinates (Å):
1 C 3.21674 1.50126 -1.43540
2 C 2.07263 0.69958 -1.93016
3 C 0.91528 0.77956 -1.10515
4 N -2.03952 0.33849 -0.70473
5 C -0.97297 -0.50369 -0.49164
6 N 0.34531 -0.37181 -0.52130
7 H 3.01262 2.67379 -1.47862
8 H 3.54751 1.28221 -0.42885
9 H 4.05485 1.47257 -2.24947
10 H 1.94767 1.23165 -3.03513
11 H 2.39880 -0.35560 -2.18143
12 H 0.17620 1.40678 -1.68187
13 H 1.12290 1.57376 -0.25297
14 H -2.94936 -0.11438 -0.87122
15 H -2.04258 1.38726 -0.74380
16 H -1.46038 -1.51224 -0.08599
17 H -3.59405 -0.95639 -3.31269
18 H -2.01848 -0.82006 -3.12452
19 O -2.86733 -0.41993 -3.05486
20 H 1.86656 1.80312 1.56837
21 H 2.78733 2.99166 1.94371
22 O 2.48306 2.45406 1.17270
23 H -0.76961 4.13951 2.04454
24 H -1.49923 3.66012 0.91079
25 O -0.99080 3.34200 1.60856
26 H 4.22389 -0.36854 0.31311
27 H 2.90705 -0.75101 -0.10332
28 O 3.69727 -1.11446 0.20067
29 H -1.86482 0.55525 2.81484
30 H -1.93510 1.80855 1.89576
31 O -1.63858 1.42979 2.73295
32 H -0.53778 2.21991 -2.84819
33 H -0.23920 3.70228 -3.32185
34 O -0.90893 3.04222 -3.29848
35 H 1.11624 -4.51287 -0.83711
36 H 0.40771 -4.59454 0.31306
37 O 0.32390 -4.88493 -0.59938
38 H 0.94489 -1.87244 4.58841
39 H 0.63666 -0.73497 3.44396
40 O 0.54303 -1.67581 3.76127
41 H -1.41503 -1.47862 3.60524
42 H -1.82972 -1.96818 2.16116
43 O -1.87190 -1.28113 2.79633
44 H -1.70658 -3.19069 0.41345
45 H -2.83650 -4.12402 0.48909
46 O -2.55733 -3.26932 0.82044
47 H 0.05145 -2.12768 -1.92883
48 H -0.67035 -3.64562 -1.45358
49 O -0.60080 -2.83567 -2.09139
50 H -2.38292 4.03360 -1.02342
51 H -1.74839 3.09903 -2.10773
52 O -2.05621 3.20776 -1.05290
53 H 1.09419 0.15008 1.63850
54 H 0.09126 1.20385 2.11641
55 O 0.84102 0.62037 2.36591
56 H 0.70723 -2.30926 0.61268
57 H 0.32121 -2.98993 2.01003
58 O 0.15002 -3.02630 1.01407


4.
Molecular formula: C20H24N4O4
Method: DFT, ωB97M-V/def2-TZVPD

## Properties
SMILES ... C[C@@H](NC(=O)Nc1ccc([N+](=O)[O-])cc1)[C@@H](c1ccccc1)N1CCOCC1
LUMO level ... -0.297 eV
Gap between HOMO and LUMO ... 0.30083 Ha
Total charge ... 0

Cartesian coordinates (Å):
1 C -0.91150 1.38011 2.51527
2 H -0.44566 1.28422 3.49089
3 C -0.81536 0.06329 1.74578
4 N -1.49205 0.18377 0.45770
5 C -1.11964 1.06267 -0.50747
6 O -0.15975 1.79436 -0.42918
7 N -1.96281 1.01033 -1.61541
8 C -1.88267 1.73139 -2.79154
9 C -0.88904 2.68480 -3.03502
10 C -0.86957 3.36891 -4.22940
11 C -1.83809 3.11361 -5.19598
12 C -2.83265 2.16678 -4.96581
13 C -2.85168 1.48355 -3.77330
14 H -3.62127 0.74728 -3.58990
15 H -3.57333 1.98451 -5.72903
16 N -1.81559 3.82750 -6.43634
17 O -2.68282 3.57621 -7.25061
18 O -0.93213 4.64403 -6.60614
19 H -0.10972 4.10787 -4.43169
20 H -0.14531 2.87596 -2.28059
21 H -2.73239 0.35603 -1.57857
22 H -2.32971 -0.35921 0.33072
23 H -1.34934 -0.72179 2.28815
24 C 0.66531 -0.35439 1.55068
25 N 0.88606 -1.58373 0.80444
26 C 0.20550 -2.77384 1.26351
27 H 0.26464 -2.83100 2.35070
28 C 0.91293 -3.99027 0.65874
29 O 0.92777 -3.93128 -0.74817
30 C 1.56248 -2.75175 -1.18740
31 C 0.84797 -1.51378 -0.63975
32 H 1.35489 -0.60934 -0.97715
33 H -0.18353 -1.51349 -1.03524
34 H 1.52778 -2.77248 -2.27788
35 H 2.60907 -2.74287 -0.85035
36 H 0.39340 -4.91373 0.92086
37 H 1.94329 -4.02567 1.04241
38 H -0.85618 -2.79362 0.95282
39 C 1.42131 -0.49036 2.85649
40 C 2.77754 -0.18381 2.85893
41 C 3.54361 -0.34520 3.99846
42 C 2.96416 -0.82151 5.16216
43 C 1.61691 -1.13370 5.17260
44 C 0.85200 -0.97227 4.02908
45 H -0.19873 -1.21921 4.07191
46 H 1.15492 -1.50673 6.07521
47 H 3.55810 -0.94850 6.05495
48 H 4.59478 -0.09794 3.97976
49 H 3.23383 0.18600 1.95293
50 H 1.13955 0.44276 0.97027
51 H -1.95412 1.66284 2.64687
52 H -0.40320 2.16272 1.95961


5.
Molecular formula: C28H29BIrN6OSi
Method: DFT, ωB97M-V/def2-TZVPD

## Properties
LUMO level (alpha / beta) ... -11.376 / -14.953 eV
2S+1 ... 6
Gap between HOMO and LUMO (alpha / beta) ... 0.28475 / 0.15208 Ha
Total charge ... +4

Cartesian coordinates (Å):
1 C 2.51639 -0.91025 -1.73799
2 N 1.17864 -0.87121 -2.00282
3 N 0.99677 -0.20521 -3.21377
4 C 2.22492 -0.03681 -3.77647
5 C 3.19157 -0.40544 -2.84989
6 B -0.34374 0.06230 -3.98681
7 N -1.22892 -1.27621 -3.74944
8 N -0.91092 -2.21166 -2.71629
9 C -1.29339 -3.45999 -3.12127
10 C -2.01224 -3.31928 -4.30554
11 C -1.89876 -1.99000 -4.70057
12 Ir -0.21149 -1.80423 -0.90160
13 N -0.87089 1.66633 -4.02842
14 N -1.41007 2.52543 -3.07605
15 C -1.51951 3.76451 -3.57787
16 C -1.10401 3.74223 -4.93877
17 C -0.72850 2.40860 -5.18850
18 H -1.87529 4.62803 -3.00653
19 H -0.39528 1.94057 -6.11101
20 H -1.08230 4.57025 -5.62622
21 H -0.01439 -0.06857 -5.17595
22 H -2.08169 -1.55650 -5.67825
23 H 2.34169 0.24294 -4.81658
24 H -2.50079 -4.11989 -4.83658
25 H 4.25827 -0.35372 -2.91621
26 H -1.10131 -4.39151 -2.57083
27 H 2.87703 -1.31801 -0.80036
28 H -2.22425 -1.47287 -0.31751
29 C -1.79750 -2.40799 0.10787
30 H -2.53304 -3.14738 -0.25312
31 H -0.71585 -3.01694 -0.21563
32 H -1.83200 -2.36595 1.19991
33 O 0.38606 -0.11728 0.10658
34 Si 0.36272 0.21456 1.68584
35 C -1.24521 0.95477 2.25359
36 C -1.40267 1.11641 3.63551
37 C -2.61525 1.58780 4.15266
38 C -3.62988 1.98452 3.27616
39 C -3.42025 1.94075 1.89155
40 C -2.22681 1.41696 1.36831
41 C 0.68569 -1.35895 2.67662
42 C 1.83874 -2.08171 2.33939
43 C 2.01425 -3.39914 2.77354
44 C 1.09635 -3.97042 3.65921
45 C 0.00797 -3.21573 4.10240
46 C -0.19410 -1.91302 3.62232
47 C 1.59099 1.57551 2.14288
48 C 2.96100 1.30844 2.02617
49 C 3.90269 2.17029 2.60592
50 C 3.48801 3.35476 3.22596
51 C 2.13199 3.69786 3.21527
52 C 1.19394 2.83063 2.63595
53 H -0.57432 0.88072 4.31295
54 H -2.74428 1.64922 5.23422
55 H -4.58099 2.33761 3.67947
56 H -4.18870 2.31244 1.21110
57 H -2.05132 1.37933 0.28626
58 H 2.60056 -1.63794 1.69281
59 H 2.85003 -3.98486 2.38572
60 H 1.21189 -5.01051 3.96921
61 H -0.71636 -3.65962 4.78901
62 H -1.05691 -1.34719 3.97603
63 H 3.29595 0.42126 1.48284
64 H 4.96337 1.91940 2.55825
65 H 4.22081 4.02218 3.68207
66 H 1.80033 4.64373 3.64751
67 H 0.14459 3.13560 2.58573


6.
Molecular formula: C6H13Cl5FN2O4S
Method: DFT, ωB97M-V/def2-TZVPD

## Properties
LUMO level ... -2.858 eV
Gap between HOMO and LUMO ... 0.39267 Ha
Total charge ... +1

Cartesian coordinates (Å):
1 N -0.55296 2.30312 -1.04597
2 C -1.57067 1.31462 -1.16061
3 N -1.04739 -0.10765 -0.83878
4 C 0.19679 -0.45774 -1.66227
5 C 1.57651 0.01132 -1.19650
6 C 2.45953 -1.06536 -0.57500
7 Cl 2.53624 -2.51893 -1.60550
8 C -2.22151 -1.05704 -1.29399
9 O -2.30816 -2.20119 -0.56544
10 O -1.47232 -3.23801 -1.09253
11 S -0.87006 -0.35569 0.89996
12 O -2.14476 -0.13903 1.45408
13 O -0.09834 -1.51323 1.07736
14 F -0.00267 0.87387 1.20742
15 H -0.55635 2.74599 -0.13412
16 H -0.71280 3.04769 -1.71468
17 H -1.88337 1.24009 -2.20147
18 H -2.44250 1.45557 -0.51891
19 H 0.18814 -1.53888 -1.78758
20 H -0.02799 -0.01283 -2.63127
21 H 1.52798 0.87322 -0.53478
22 H 2.08582 0.36948 -2.09208
23 H 3.47485 -0.68187 -0.51185
24 H 2.15285 -1.35992 0.42421
25 H -3.14326 -0.49731 -1.14685
26 H -2.03241 -1.20431 -2.35876
27 H -1.79851 -3.36336 -2.00075
28 C 1.74143 1.41932 4.73182
29 Cl 2.94840 1.81171 3.49569
30 Cl 0.71724 2.82611 5.01882
31 Cl 0.73774 0.07775 4.14346
32 Cl 2.54252 0.94249 6.21686


7.
Molecular formula: CH4FOPS
Method: DFT, ωB97M-V/def2-TZVPD

## Properties
LUMO level ... -0.609 eV
Gap between HOMO and LUMO ... 0.31838 Ha
Total charge ... 0

Cartesian coordinates (Å):
1 C 1.42881 0.42749 -0.64271
2 O -0.94362 -0.91150 1.46461
3 F -1.05709 -1.24249 -1.00601
4 P -0.80879 -0.04152 0.09966
5 S -2.29387 1.19280 0.06710
6 H 1.73729 -0.49847 -0.11499
7 H 1.36877 0.28760 -1.61839
8 H 2.04181 1.22437 -0.35320
9 H -1.47330 -0.43828 2.10394


8.
Molecular formula: CHClN2O3
Method: DFT, ωB97M-V/def2-TZVPD

## Properties
SMILES ... [O-][N+]#CCl.O=[NH+][O-]
LUMO level ... -0.014 eV
Gap between HOMO and LUMO ... 0.35594 Ha
Total charge ... 0

Cartesian coordinates (Å):
1 C -1.28963 0.50386 -0.00905
2 N -0.84390 1.53942 0.34555
3 N 1.18957 -1.00952 -0.14249
4 O 0.80696 -0.80262 0.96982
5 O -0.20362 2.54254 0.36967
6 O 0.70890 -1.59763 -1.05561
7 Cl -2.49445 -0.64296 -0.01336
8 H 2.12618 -0.53309 -0.46453


9.
Molecular formula: C4H6O2
Method: DFT, ωB97M-V/def2-TZVPD

## Properties
SMILES ... O=C=CO.C=C
LUMO level ... 0.516 eV
Gap between HOMO and LUMO ... 0.32857 Ha
Total charge ... 0

Cartesian coordinates (Å):
1 O 2.56991 -0.59598 -0.93593
2 C 1.27788 -0.41479 -0.46375
3 C -1.35723 -0.23760 1.05780
4 C -1.74519 0.05552 -0.18316
5 C 0.82949 0.81291 -0.24031
6 O 0.66014 1.95564 -0.01620
7 H 3.13448 0.06142 -0.51255
8 H 0.66326 -1.29790 -0.39663
9 H -1.12884 -1.25553 1.36320
10 H -1.21457 0.53842 1.80564
11 H -1.93854 1.08047 -0.48907
12 H -1.85429 -0.70828 -0.94838


10.
Molecular formula: C23H49N3OP4Re
Method: DFT, ωB97M-V/def2-TZVPD

## Properties
LUMO level (alpha / beta) ... -13.735 / -14.689 eV
2S+1 ... 4
Gap between HOMO and LUMO (alpha / beta) ... 0.22494 / 0.18720 Ha
Total charge ... +4

Cartesian coordinates (Å):
1 Re 0.04362 -0.24341 -1.18800
2 P -0.56795 -1.10043 0.93420
3 P 0.84713 -2.11882 -2.14850
4 P -2.53313 -0.32352 -1.44743
5 H 0.05105 3.88387 -0.37316
6 C -0.95424 3.83402 0.05640
7 C -1.06650 3.26669 1.26299
8 H -0.17157 3.00450 1.81194
9 C 0.42980 -1.12337 2.55529
10 C -0.94830 -2.93906 1.04327
11 C -2.09194 -0.58284 1.97760
12 C 1.80421 -1.69875 -3.68224
13 C 2.02221 -3.08857 -1.13731
14 C -0.51329 -3.21387 -2.68072
15 C -3.45496 1.07353 -0.64777
16 C -3.44531 -1.74050 -1.04917
17 C -2.75357 0.09944 -3.16782
18 H -1.80184 3.81787 -0.60755
19 H -2.03851 2.90672 1.55906
20 H 0.67521 -0.09490 2.86485
21 H 1.34779 -1.72234 2.44531
22 H -0.18262 -1.57513 3.36152
23 H -0.02035 -3.51874 0.94649
24 H -1.66846 -3.23929 0.27287
25 H -1.38734 -3.12623 2.03906
26 H -1.97120 0.45121 2.32821
27 H -2.13010 -1.24292 2.85998
28 H -3.04283 -0.68696 1.44753
29 H 1.31184 -2.05027 -4.57724
30 H 2.83222 -2.03145 -3.64660
31 H 1.81604 -0.60671 -3.73481
32 H 2.20857 -4.11089 -1.51256
33 H 1.64190 -3.14623 -0.10253
34 H 2.98059 -2.55478 -1.07244
35 H -0.23819 -3.88714 -3.50547
36 H -1.35473 -2.58955 -3.02839
37 H -0.88787 -3.79939 -1.82626
38 H -4.43159 0.86419 -1.05853
39 H -3.09110 2.05537 -0.96580
40 H -3.43937 0.99673 0.43853
41 H -4.39723 -1.42281 -1.49282
42 H -3.52050 -1.85797 0.03124
43 H -3.01340 -2.60488 -1.55729
44 H -3.73659 -0.33614 -3.38311
45 H -1.97103 -0.32466 -3.85186
46 H -2.75216 1.19313 -3.30135
47 C -0.01174 1.79895 -3.87961
48 C 0.62632 1.60684 -5.13971
49 C -0.06980 1.88631 -6.29068
50 C -1.27210 2.63076 -6.21222
51 C -1.68133 3.19051 -5.00192
52 C -1.03544 2.83023 -3.82353
53 O 0.44439 0.92920 -2.98392
54 H -1.58107 0.76022 -1.22883
55 H 1.58038 1.10960 -5.06863
56 H 0.37023 1.55262 -7.21559
57 H -1.79903 2.80419 -7.14719
58 H -2.52329 3.93767 -5.02864
59 H -1.31151 3.37215 -2.88356
60 C 4.46098 1.82466 1.65146
61 N 4.47762 0.41327 1.18957
62 C 5.21651 0.32911 -0.08869
63 N 4.66021 1.23287 -1.11400
64 C 4.63672 2.61483 -0.59551
65 N 3.83855 2.71920 0.65344
66 C 2.41755 2.44990 0.43772
67 P 2.09142 0.70153 -0.22632
68 C 3.14638 -0.15883 1.09819
69 C 3.35507 0.80224 -1.61204
70 H 5.50516 2.13631 1.78417
71 H 3.90152 1.89432 2.59522
72 H 5.18483 -0.70860 -0.44567
73 H 6.24460 0.64835 0.11208
74 H 4.19992 3.28085 -1.34908
75 H 5.66966 2.89582 -0.36115
76 H 1.85659 2.57636 1.37135
77 H 2.00711 3.17474 -0.27407
78 H 3.21246 -1.22216 0.84949
79 H 2.64232 -0.03392 2.05882
80 H 2.97549 1.51639 -2.35245
81 H 3.44440 -0.17720 -2.09042


11.
Molecular formula: C2H3F3Si
Method: DFT, ωB97M-V/def2-TZVPD

## Properties
SMILES ... F[SiH](F)F.C#C
LUMO level ... 0.994 eV
Gap between HOMO and LUMO ... 0.42008 Ha
Total charge ... 0

Cartesian coordinates (Å):
1 C 2.01551 -0.42889 -0.91476
2 C 2.53378 0.36767 -0.09749
3 F -0.95847 -0.73125 1.51670
4 F -1.11778 0.11248 -1.00540
5 F -2.01814 1.51672 0.78358
6 Si -1.87845 -0.01505 0.40543
7 H 1.63468 -1.19686 -1.46513
8 H -3.08150 -0.76815 0.30619
9 H 2.87038 1.14334 0.47088


12.
Molecular formula: C4H10O
Method: DFT, ωB97M-V/def2-TZVPD

## Properties
SMILES ... CC=O.CC
LUMO level ... 1.047 eV
Gap between HOMO and LUMO ... 0.40648 Ha
Total charge ... 0

Cartesian coordinates (Å):
1 C 1.77736 -2.66977 1.50952
2 C 0.68194 -1.83999 0.83585
3 H 1.67629 -2.70064 2.59531
4 H 2.75425 -2.29636 1.28114
5 H 1.67333 -3.73274 1.24742
6 H -0.25453 -2.18632 1.26168
7 H 0.80349 -0.75750 1.16873
8 H 0.73102 -1.84495 -0.26214
9 O -0.36433 0.57569 -0.89410
10 C -1.25468 1.37558 -0.78118
11 C -1.06773 2.87110 -0.96062
12 H -2.28463 1.03069 -0.59623
13 H -0.89219 3.42570 -0.02074
14 H -1.89726 3.35516 -1.48153
15 H -0.23412 2.96102 -1.69365